# 1
Formula: C28H20BrN2PRuSe2
Source: the OMol25 dataset
Level of theory: ωB97M-V/def2-TZVPD

Properties
* HOMO energy (alpha / beta): -10.791 / -10.980 eV
* total charge: +1
* LUMO (alpha / beta): -3.0 / -4.3 eV
* HOMO-LUMO gap (alpha / beta): 7.8 / 6.7 eV
* <S²>: 0.770
* 2S+1: 2

CARTESIAN COORDINATES (ANGSTROEM)
Ru1 0.890 0.241 0.997
Br1 0.799 0.291 3.561
Se1 -0.744 2.012 0.854
Se2 1.165 0.558 -1.453
P1 -0.555 1.937 -1.343
N1 4.304 -4.779 3.167
N2 2.794 -0.726 1.159
C1 -1.571 -3.864 1.395
C2 -2.975 0.555 -1.360
C3 -4.060 -0.021 -2.005
C4 -0.482 -1.971 2.487
C5 -1.344 4.390 -2.278
C6 5.308 -1.848 1.501
C7 2.928 -1.902 1.777
C8 -1.186 -3.199 2.586
C9 -2.025 1.245 -2.105
C10 -1.123 -3.090 5.006
C11 4.168 -2.496 1.963
C12 -0.570 -2.109 0.078
C13 -0.136 -1.363 3.705
C14 4.246 -3.765 2.633
C15 -4.188 0.086 -3.382
C16 -0.160 -1.425 1.201
C17 -0.261 3.523 -2.117
C18 -3.235 0.770 -4.126
C19 -1.272 -3.333 0.176
C20 -0.424 -1.867 4.935
C21 -2.152 1.353 -3.492
C22 3.893 -0.104 0.708
C23 1.017 3.902 -2.517
C24 1.209 5.152 -3.088
C25 0.136 6.016 -3.244
C26 -1.492 -3.734 3.860
C27 -1.138 5.639 -2.838
C28 5.161 -0.629 0.865
H1 -1.569 -3.846 -0.729
H2 -2.029 -4.673 3.911
H3 1.849 3.223 -2.386
H4 -4.807 -0.551 -1.430
H5 -0.128 -1.346 5.835
H6 6.283 -2.296 1.641
H7 0.291 6.991 -3.688
H8 -2.868 0.469 -0.286
H9 -2.338 4.087 -1.972
H10 -5.038 -0.363 -3.879
H11 -2.107 -4.802 1.472
H12 -0.351 -1.717 -0.903
H13 -3.339 0.853 -5.200
H14 6.016 -0.088 0.488
H15 2.198 5.450 -3.411
H16 3.736 0.839 0.200
H17 2.023 -2.379 2.125
H18 -1.972 6.317 -2.963
H19 -1.361 -3.509 5.974
H20 -1.411 1.894 -4.068

Atoms 1-2, force components in eV/Å:
-0.033 0.121 -0.253
0.015 0.041 -0.089

=====

# 2
Formula: C28H20Cl4IrN6O6S2
Source: the OMol25 dataset
Level of theory: ωB97M-V/def2-TZVPD

Properties
* HOMO energy (alpha / beta): -7.233 / -8.092 eV
* LUMO (alpha / beta): -0.2 / -1.7 eV
* HOMO-LUMO gap (alpha / beta): 7.1 / 6.4 eV
* <S²>: 8.801
* 2S+1: 6

CARTESIAN COORDINATES (ANGSTROEM)
Ir1 -0.444 0.867 0.939
Cl1 -6.293 3.240 4.176
Cl2 -4.681 3.913 1.554
Cl3 -5.277 1.026 6.096
Cl4 -2.722 -0.659 5.358
S1 2.824 0.753 0.199
S2 1.352 2.546 -1.678
O1 1.866 2.064 -0.119
O2 -2.293 2.259 1.270
O3 -1.552 0.161 2.815
O4 2.257 1.450 -2.451
O5 1.975 3.824 -1.834
O6 3.966 1.330 0.872
N1 3.523 -5.391 1.018
N2 0.910 1.683 2.616
N3 -2.247 -0.295 -0.220
N4 -0.201 0.254 -1.017
N5 1.857 -0.050 1.511
N6 2.692 0.550 3.683
C1 1.608 0.891 -3.569
C2 3.491 -1.862 2.070
C3 -4.181 -0.635 -1.547
C4 3.103 -4.083 1.195
C5 2.577 1.407 4.701
C6 1.194 1.692 -4.616
C7 -3.294 0.604 4.341
C8 1.928 -3.624 0.596
C9 0.799 -1.055 -4.673
C10 -4.863 2.378 3.772
C11 -0.309 -0.916 -6.936
C12 1.674 2.452 4.705
C13 -4.174 2.678 2.632
C14 0.359 -0.283 -5.745
C15 -2.552 0.856 3.144
C16 1.537 -2.307 0.740
C17 -4.406 1.337 4.648
C18 3.875 -3.183 1.934
C19 -2.973 1.969 2.286
C20 2.310 -1.422 1.481
C21 -2.069 -0.188 -2.595
C22 0.831 2.554 3.612
C23 -1.475 -0.095 -1.326
C24 -3.423 -0.444 -2.695
C25 0.562 1.093 -5.697
C26 -3.536 -0.550 -0.318
C27 1.417 -0.476 -3.575
C28 1.858 0.739 2.686
H1 -1.455 -0.028 -3.473
H2 0.064 3.316 3.532
H3 1.372 2.759 -4.593
H4 4.170 -5.753 1.697
H5 0.623 -1.948 0.282
H6 0.282 -0.769 -7.841
H7 -1.293 -0.479 -7.115
H8 3.249 1.248 5.536
H9 1.313 -4.307 0.023
H10 -0.438 -1.988 -6.791
H11 0.230 1.712 -6.522
H12 1.734 -1.061 -2.723
H13 4.102 -1.176 2.635
H14 2.824 -6.054 0.731
H15 -4.078 -0.685 0.612
H16 4.794 -3.522 2.397
H17 -3.889 -0.497 -3.670
H18 0.645 -2.127 -4.689
H19 -5.241 -0.839 -1.595
H20 1.611 3.144 5.531

Atoms 1-2, force components in eV/Å:
-0.032 -0.374 -0.635
0.027 -0.002 -0.015

=====

Please write out number 1 again, unchanged.
Formula: C28H20BrN2PRuSe2
Source: the OMol25 dataset
Level of theory: ωB97M-V/def2-TZVPD

Properties
* HOMO energy (alpha / beta): -10.791 / -10.980 eV
* total charge: +1
* LUMO (alpha / beta): -3.0 / -4.3 eV
* HOMO-LUMO gap (alpha / beta): 7.8 / 6.7 eV
* <S²>: 0.770
* 2S+1: 2

CARTESIAN COORDINATES (ANGSTROEM)
Ru1 0.890 0.241 0.997
Br1 0.799 0.291 3.561
Se1 -0.744 2.012 0.854
Se2 1.165 0.558 -1.453
P1 -0.555 1.937 -1.343
N1 4.304 -4.779 3.167
N2 2.794 -0.726 1.159
C1 -1.571 -3.864 1.395
C2 -2.975 0.555 -1.360
C3 -4.060 -0.021 -2.005
C4 -0.482 -1.971 2.487
C5 -1.344 4.390 -2.278
C6 5.308 -1.848 1.501
C7 2.928 -1.902 1.777
C8 -1.186 -3.199 2.586
C9 -2.025 1.245 -2.105
C10 -1.123 -3.090 5.006
C11 4.168 -2.496 1.963
C12 -0.570 -2.109 0.078
C13 -0.136 -1.363 3.705
C14 4.246 -3.765 2.633
C15 -4.188 0.086 -3.382
C16 -0.160 -1.425 1.201
C17 -0.261 3.523 -2.117
C18 -3.235 0.770 -4.126
C19 -1.272 -3.333 0.176
C20 -0.424 -1.867 4.935
C21 -2.152 1.353 -3.492
C22 3.893 -0.104 0.708
C23 1.017 3.902 -2.517
C24 1.209 5.152 -3.088
C25 0.136 6.016 -3.244
C26 -1.492 -3.734 3.860
C27 -1.138 5.639 -2.838
C28 5.161 -0.629 0.865
H1 -1.569 -3.846 -0.729
H2 -2.029 -4.673 3.911
H3 1.849 3.223 -2.386
H4 -4.807 -0.551 -1.430
H5 -0.128 -1.346 5.835
H6 6.283 -2.296 1.641
H7 0.291 6.991 -3.688
H8 -2.868 0.469 -0.286
H9 -2.338 4.087 -1.972
H10 -5.038 -0.363 -3.879
H11 -2.107 -4.802 1.472
H12 -0.351 -1.717 -0.903
H13 -3.339 0.853 -5.200
H14 6.016 -0.088 0.488
H15 2.198 5.450 -3.411
H16 3.736 0.839 0.200
H17 2.023 -2.379 2.125
H18 -1.972 6.317 -2.963
H19 -1.361 -3.509 5.974
H20 -1.411 1.894 -4.068

Atoms 1-2, force components in eV/Å:
-0.033 0.121 -0.253
0.015 0.041 -0.089

=====

Which value of 2S+1 does entry 1 give?
2

=====

Which of these has the lowest <S²>?
C28H20BrN2PRuSe2

=====

Which value of 2S+1 does entry 2 give?
6